## a
{
  "formula": "C3H11O2S",
  "method": "wB97M-V/def2-TZVPD",
  "species": ["C", "C", "C", "S", "H", "H", "H", "H", "H", "H", "H", "H", "H", "O", "H", "H", "O"],
  "coordinates": [[1.498, 0.724, 0.178], [0.134, 0.455, -0.480], [-0.614, 1.705, -0.905], [-1.065, 2.739, 0.525], [1.310, 1.542, 0.927], [2.249, 0.987, -0.575], [1.803, -0.125, 0.724], [0.213, -0.352, -1.178], [-0.429, 0.009, 0.306], [-1.587, 1.368, -1.454], [0.049, 2.290, -1.635], [-0.893, -0.050, 1.180], [0.859, -2.814, 1.388], [0.670, -1.976, 0.990], [-1.896, -2.778, -0.044], [-0.734, -1.782, 0.301], [-1.568, -1.942, -0.249]],
  "lumo_energy_ev": 2.12,
  "charge": -1
}

## b
{
  "formula": "C3H11O2S",
  "method": "wB97M-V/def2-TZVPD",
  "species": ["C", "C", "C", "S", "H", "H", "H", "H", "H", "H", "H", "H", "H", "O", "H", "H", "O"],
  "coordinates": [[-1.342, -1.181, -0.427], [-0.001, -1.903, 0.274], [0.535, -1.230, 1.645], [2.033, -0.048, 1.678], [-1.861, -1.006, 0.610], [-1.905, -1.835, -0.967], [-0.984, -0.213, -0.803], [-0.552, -2.822, 0.770], [0.662, -2.368, -0.428], [0.754, -2.029, 2.343], [-0.368, -0.736, 2.017], [-0.793, 3.827, -2.249], [0.467, 3.189, -1.396], [0.071, 3.974, -1.801], [0.716, 0.934, -0.724], [1.386, 1.731, 0.200], [1.181, 1.715, -0.742]],
  "lumo_energy_ev": 3.65,
  "charge": -1
}

Referenced to the most stable arrangement, the calculated values in eV are a 4.047; b 0.000.

## a
{
  "formula": "C5H14N4",
  "method": "wB97M-V/def2-TZVPD",
  "species": ["C", "C", "C", "C", "N", "C", "N", "N", "N", "H", "H", "H", "H", "H", "H", "H", "H", "H", "H", "H", "H", "H", "H"],
  "coordinates": [[-1.312, 1.039, 0.240], [-0.221, 0.753, -0.819], [1.189, -0.986, -1.800], [-2.385, -0.052, 0.251], [0.491, -0.516, -0.604], [1.486, -0.448, 0.586], [0.986, -1.366, 1.369], [-0.832, 1.237, 1.594], [2.400, 0.426, 0.413], [-1.781, 1.980, -0.076], [1.511, -1.544, 2.218], [-0.061, -1.302, -0.061], [-0.440, 0.372, 1.958], [-0.097, 1.934, 1.619], [3.058, 0.464, 1.183], [0.541, 1.538, -0.799], [-0.685, 0.730, -1.809], [0.494, -1.093, -2.633], [1.969, -0.265, -2.044], [1.657, -1.946, -1.586], [-2.764, -0.242, -0.752], [-1.993, -0.979, 0.669], [-3.211, 0.266, 0.882]],
  "lumo_energy_ev": 0.82,
  "charge": 0
}

## b
{
  "formula": "C5H14N4",
  "method": "wB97M-V/def2-TZVPD",
  "species": ["H", "N", "C", "C", "N", "N", "H", "H", "H", "H", "H", "H", "C", "C", "N", "C", "H", "H", "H", "H", "H", "H", "H"],
  "coordinates": [[-0.310, -2.599, 1.251], [0.278, -1.779, 1.102], [-0.434, -0.737, 0.804], [-1.945, -0.741, 0.778], [0.054, 0.725, 1.418], [1.190, 0.686, 2.241], [-2.335, -0.702, 1.796], [-2.315, 0.142, 0.251], [-2.323, -1.634, 0.275], [-0.614, 1.452, 1.665], [1.975, 1.061, 1.694], [1.425, -0.307, 2.374], [1.940, 1.529, -0.891], [0.640, 1.155, -0.765], [0.260, -0.219, -1.056], [-0.663, -0.531, -2.147], [2.742, 0.801, -0.834], [2.222, 2.559, -0.721], [-0.164, 1.865, -0.948], [1.079, -0.828, -1.054], [-0.146, -0.509, -3.106], [-1.045, -1.541, -1.987], [-1.513, 0.152, -2.140]],
  "lumo_energy_ev": 0.84,
  "charge": 0
}

## c
{
  "formula": "C5H14N4",
  "method": "wB97M-V/def2-TZVPD",
  "species": ["C", "C", "C", "C", "N", "N", "C", "N", "N", "H", "H", "H", "H", "H", "H", "H", "H", "H", "H", "H", "H", "H", "H"],
  "coordinates": [[-0.077, -0.296, -0.866], [0.752, 2.851, -0.559], [1.319, -2.326, 0.469], [-1.061, -2.372, 0.739], [-0.102, 1.805, -1.070], [0.042, -2.007, -0.110], [0.021, 0.366, 0.345], [-1.467, 2.127, -1.094], [0.165, 0.690, 1.502], [-1.737, 2.767, -0.348], [-1.718, 2.558, -1.979], [0.232, -0.019, 2.230], [-1.066, -0.404, -1.289], [0.798, -0.370, -1.497], [1.758, 2.448, -0.424], [0.800, 3.696, -1.257], [0.421, 3.238, 0.421], [1.479, -1.907, 1.485], [1.445, -3.414, 0.562], [-2.002, -2.017, 0.309], [-1.136, -3.465, 0.833], [-0.991, -1.981, 1.776], [2.125, -1.968, -0.177]],
  "lumo_energy_ev": 0.94,
  "charge": 0
}

Referenced to the most stable arrangement, the calculated values in eV are a 0.000; b 3.027; c 4.957.

## a
{
  "formula": "H30O15",
  "method": "wB97M-V/def2-TZVPD",
  "species": ["H", "H", "H", "H", "H", "H", "H", "H", "H", "H", "H", "H", "H", "H", "H", "H", "H", "H", "H", "H", "H", "H", "H", "H", "H", "H", "H", "H", "H", "H", "O", "O", "O", "O", "O", "O", "O", "O", "O", "O", "O", "O", "O", "O", "O"],
  "coordinates": [[0.002, 0.132, -0.582], [0.792, 0.581, 0.481], [-0.504, 0.016, -2.769], [-1.877, 0.451, -2.355], [-1.104, -3.987, 2.113], [-0.414, -4.001, 3.329], [3.419, -0.717, 1.240], [3.744, 0.816, 1.040], [-0.634, 3.066, -2.528], [-1.753, 2.619, -1.736], [-1.060, -0.387, 1.718], [-2.123, 0.217, 2.391], [2.051, -3.151, 1.465], [2.737, -2.163, 0.593], [2.575, -0.545, -2.127], [1.352, -1.290, -1.382], [2.497, 3.118, -0.611], [2.515, 1.678, 0.053], [-2.109, -3.146, -2.228], [-3.545, -2.912, -2.372], [1.381, 5.548, 0.272], [0.900, 4.389, 0.913], [-0.662, 2.964, 2.342], [0.176, 1.727, 1.876], [-5.724, -0.548, 0.489], [-4.301, -0.789, 1.062], [3.954, -3.211, -1.611], [2.678, -3.319, -2.424], [-2.738, 0.475, -0.526], [-2.814, 0.907, 0.932], [-0.134, 0.363, 0.379], [-0.980, 0.845, -2.714], [-0.618, -3.366, 2.699], [3.633, -0.081, 0.576], [-0.888, 2.794, -1.617], [-1.255, 0.429, 2.219], [2.942, -2.715, 1.339], [2.204, -0.911, -1.272], [1.940, 2.441, -0.234], [-2.917, -3.174, -1.706], [1.509, 4.564, 0.252], [0.212, 2.592, 2.354], [-4.771, -0.389, 0.388], [3.090, -2.812, -1.803], [-3.377, 0.882, 0.081]],
  "lumo_energy_ev": -0.46,
  "charge": 0
}

## b
{
  "formula": "H30O15",
  "method": "wB97M-V/def2-TZVPD",
  "species": ["O", "H", "H", "O", "H", "H", "O", "H", "H", "O", "H", "H", "O", "H", "H", "O", "H", "H", "O", "H", "H", "O", "H", "H", "O", "H", "H", "O", "H", "H", "O", "H", "H", "O", "H", "H", "O", "H", "H", "O", "H", "H", "O", "H", "H"],
  "coordinates": [[-0.864, -2.282, 2.977], [-0.461, -2.366, 3.848], [-0.145, -2.079, 2.374], [1.210, -1.915, 1.456], [2.070, -1.884, 1.864], [1.106, -2.842, 1.174], [-1.341, -2.815, 0.215], [-0.754, -2.675, -0.518], [-1.107, -3.587, 0.717], [-2.588, 0.031, -1.277], [-1.817, 0.030, -0.715], [-2.864, 0.935, -1.388], [-1.697, 2.322, 1.441], [-2.568, 2.757, 1.561], [-1.915, 1.380, 1.228], [-0.795, 2.773, -0.953], [-1.484, 2.646, -1.582], [-1.201, 2.694, -0.069], [3.238, -0.144, -0.688], [2.822, 0.681, -0.933], [4.012, 0.020, -0.146], [0.060, 0.262, 3.730], [0.178, 0.558, 2.855], [0.742, -0.397, 3.953], [0.588, -2.538, -1.745], [0.235, -3.401, -2.043], [1.425, -2.678, -1.347], [0.092, -0.120, -2.818], [-0.801, -0.190, -3.154], [0.358, -1.056, -2.648], [1.747, 2.016, -1.579], [2.273, 2.722, -1.241], [0.837, 2.394, -1.506], [1.487, 1.573, 1.739], [2.296, 1.826, 1.330], [1.122, 0.940, 1.065], [-0.022, 0.135, -0.088], [0.167, -0.729, 0.274], [0.141, 0.152, -1.014], [0.348, 2.591, -3.890], [1.312, 2.587, -3.795], [0.136, 1.941, -3.267], [-2.504, -0.399, 1.396], [-2.648, -1.187, 0.878], [-2.430, -0.689, 2.331]],
  "lumo_energy_ev": -0.63,
  "charge": 0
}

Referenced to the most stable arrangement, the calculated values in eV are a 7.717; b 0.000.

## a
{
  "formula": "C4H13N2S",
  "method": "wB97M-V/def2-TZVPD",
  "species": ["C", "N", "C", "C", "N", "C", "S", "H", "H", "H", "H", "H", "H", "H", "H", "H", "H", "H", "H", "H"],
  "coordinates": [[1.897, 0.902, -1.263], [1.358, -0.425, -1.400], [0.545, -1.077, -0.438], [-0.161, -0.066, 0.488], [-0.474, -0.762, 1.803], [-1.450, 0.458, -0.085], [-2.274, 1.580, 1.079], [1.150, 1.697, -1.237], [2.561, 1.057, -0.393], [2.511, 1.120, -2.127], [1.446, -0.804, -2.325], [-0.241, -1.625, -0.964], [1.104, -1.778, 0.206], [0.538, 0.708, 0.797], [-1.085, -0.173, 2.382], [-0.971, -1.657, 1.701], [0.391, -0.929, 2.318], [-2.100, -0.382, -0.303], [-1.214, 0.932, -1.034], [-3.532, 1.225, 0.795]],
  "lumo_energy_ev": -3.43,
  "charge": 1
}

## b
{
  "formula": "C4H13N2S",
  "method": "wB97M-V/def2-TZVPD",
  "species": ["C", "C", "C", "C", "N", "N", "S", "H", "H", "H", "H", "H", "H", "H", "H", "H", "H", "H", "H", "H"],
  "coordinates": [[2.047, 0.989, 0.738], [0.923, 0.253, -1.319], [0.268, -0.931, 1.943], [1.568, -0.306, -0.042], [-3.493, -0.019, -1.587], [0.407, -0.727, 0.695], [-2.589, -0.417, -0.207], [2.673, 0.629, 1.503], [2.589, 1.733, 0.074], [1.174, 1.483, 1.088], [1.658, 0.864, -1.789], [0.141, 0.780, -0.968], [0.651, -0.471, -2.078], [1.167, -0.865, 2.680], [-0.840, -1.000, 2.190], [2.188, -1.158, -0.146], [-2.928, -0.016, -2.425], [-4.410, -0.508, -1.431], [-2.693, 0.492, 0.902], [-0.502, -0.804, 0.179]],
  "lumo_energy_ev": -4.59,
  "charge": 1
}

Referenced to the most stable arrangement, the calculated values in eV are a 0.000; b 2.099.

## a
{
  "formula": "C4H13N2S",
  "method": "wB97M-V/def2-TZVPD",
  "species": ["N", "C", "C", "N", "C", "C", "S", "H", "H", "H", "H", "H", "H", "H", "H", "H", "H", "H", "H", "H"],
  "coordinates": [[-0.597, 2.755, -0.577], [0.371, 2.048, 0.361], [0.971, 0.823, -0.296], [-0.058, -0.111, -0.847], [-0.726, -0.921, 0.270], [0.100, -2.071, 0.775], [-0.382, -3.666, 0.025], [-1.456, 2.863, -0.174], [-0.280, 3.690, -0.794], [-0.409, 1.719, 1.191], [1.157, 2.761, 0.633], [1.552, 0.350, 0.460], [1.426, 0.942, -1.269], [0.321, -0.950, -1.566], [-0.488, 0.558, -1.417], [-0.832, -0.238, 1.158], [-1.749, -1.341, -0.008], [-0.089, -2.452, 1.840], [1.272, -1.851, 0.833], [-0.103, -4.908, -0.597]],
  "lumo_energy_ev": -3.56,
  "charge": 1
}

## b
{
  "formula": "C4H13N2S",
  "method": "wB97M-V/def2-TZVPD",
  "species": ["C", "N", "C", "C", "N", "C", "S", "H", "H", "H", "H", "H", "H", "H", "H", "H", "H", "H", "H", "H"],
  "coordinates": [[-0.817, 2.013, -1.251], [-0.248, 1.894, 0.103], [-0.589, 0.663, 0.712], [0.122, -0.500, -0.044], [-0.673, -1.792, 0.314], [1.469, -0.588, 0.618], [2.520, -2.133, 0.281], [0.010, 1.845, -1.950], [-1.547, 1.237, -1.496], [-1.170, 3.000, -1.527], [-0.650, 2.635, 0.664], [-0.225, 0.561, 1.737], [-1.670, 0.547, 0.881], [0.084, -0.398, -1.122], [-0.907, -2.373, -0.489], [-0.071, -2.387, 0.896], [-1.468, -1.421, 0.827], [1.513, -0.713, 1.694], [2.110, 0.160, 0.163], [2.207, -2.248, -1.014]],
  "lumo_energy_ev": -3.46,
  "charge": 1
}

Referenced to the most stable arrangement, the calculated values in eV are a 2.753; b 0.000.

## a
{
  "formula": "CHO3S2",
  "method": "wB97M-V/def2-TZVPD",
  "species": ["O", "S", "O", "O", "C", "S", "H"],
  "coordinates": [[-1.640, -0.808, 0.071], [-0.821, 0.367, -0.110], [-0.803, 0.967, -1.430], [-0.803, 1.408, 0.978], [0.938, -0.405, 0.094], [1.451, -1.934, -0.121], [1.680, 0.405, 0.519]],
  "lumo_energy_ev": 3.29,
  "charge": -1
}

## b
{
  "formula": "CHO3S2",
  "method": "wB97M-V/def2-TZVPD",
  "species": ["C", "O", "O", "O", "S", "S", "H"],
  "coordinates": [[0.686, -0.965, 0.704], [-1.117, -0.033, -1.735], [0.357, 1.969, -0.669], [-1.705, 0.990, 0.410], [2.101, -1.471, 0.213], [-0.655, 0.871, -0.596], [0.335, -1.361, 1.673]],
  "lumo_energy_ev": [3.52, 3.52],
  "charge": -1
}

Referenced to the most stable arrangement, the calculated values in eV are a 0.000; b 2.050.

## a
{
  "formula": "C2H4N4O",
  "method": "wB97M-V/def2-TZVPD",
  "species": ["C", "N", "C", "O", "N", "N", "N", "H", "H", "H", "H"],
  "coordinates": [[0.482, 1.336, -0.277], [-1.660, 0.225, 0.587], [-0.351, 0.170, 0.046], [1.025, -1.680, 0.803], [-1.366, -1.174, 0.293], [-1.609, -0.162, -0.664], [0.029, -1.175, -0.027], [1.338, -2.468, 0.314], [0.977, 1.203, -1.243], [1.251, 1.475, 0.489], [-0.116, 2.250, -0.321]],
  "lumo_energy_ev": 0.84,
  "charge": 0
}

## b
{
  "formula": "C2H4N4O",
  "method": "wB97M-V/def2-TZVPD",
  "species": ["N", "C", "N", "N", "C", "O", "N", "H", "H", "H", "H"],
  "coordinates": [[2.185, 0.397, 0.106], [0.860, 0.010, 0.043], [0.492, -1.253, 0.096], [-0.876, -1.136, 0.077], [-1.212, 0.152, 0.001], [-2.498, 0.515, -0.030], [-0.154, 0.929, -0.027], [2.821, -0.364, -0.088], [2.389, 1.225, -0.436], [-1.473, -1.944, 0.132], [-2.534, 1.469, 0.126]],
  "lumo_energy_ev": 0.74,
  "charge": 0
}

Referenced to the most stable arrangement, the calculated values in eV are a 8.982; b 0.000.

## a
{
  "formula": "C2H4N4O",
  "method": "wB97M-V/def2-TZVPD",
  "species": ["N", "C", "N", "N", "C", "O", "N", "H", "H", "H", "H"],
  "coordinates": [[2.208, 0.434, 0.083], [0.880, 0.054, 0.031], [0.506, -1.203, 0.175], [-0.851, -1.085, 0.123], [-1.191, 0.190, -0.077], [-2.490, 0.506, -0.227], [-0.130, 0.963, -0.135], [2.835, -0.351, -0.033], [2.432, 1.203, -0.532], [-1.458, -1.886, 0.175], [-2.741, 1.175, 0.418]],
  "lumo_energy_ev": 0.65,
  "charge": 0
}

## b
{
  "formula": "C2H4N4O",
  "method": "wB97M-V/def2-TZVPD",
  "species": ["C", "C", "H", "H", "H", "H", "N", "N", "N", "N", "O"],
  "coordinates": [[1.040, -0.045, 0.490], [-0.385, 0.448, -0.048], [2.927, -0.419, 0.077], [1.786, -0.164, -1.427], [-0.381, 0.089, -1.209], [-0.469, 1.552, 0.030], [1.889, -0.159, -0.548], [-1.503, 0.097, 0.923], [-2.552, -0.400, 0.278], [-3.504, -0.702, -0.127], [1.151, -0.298, 1.561]],
  "lumo_energy_ev": 0.68,
  "charge": 0
}

Referenced to the most stable arrangement, the calculated values in eV are a 0.000; b 4.619.